Entry 1:
A molecular structure, C11H33FGaNO3PS3 at a distorted geometry, computed with the ωB97M-V functional and the def2-TZVPD basis.

Output
Charge: -1

Last column: natural (NBO) charge in e.
Element x y z (Å)
C1 2.216 0.602 0.295  -0.6227
C2 1.063 -0.028 -0.573  -0.3994
C3 0.247 1.066 -1.369  -0.3982
C4 -1.288 0.964 -1.108  -0.4194
C5 -1.773 1.870 0.081  -0.9063
Ga1 -3.739 1.297 0.427  1.1728
F1 -4.654 2.471 1.563  -0.7665
P1 -3.617 -0.910 1.245  0.6718
N1 -3.564 -1.966 0.017  -1.3933
H1 3.085 -0.095 0.269  0.2120
H2 1.816 0.670 1.320  0.2082
H3 2.560 1.567 -0.111  0.1870
H4 1.490 -0.721 -1.318  0.1997
H5 0.383 -0.568 0.109  0.2087
H6 0.634 2.082 -1.161  0.1862
H7 0.401 0.842 -2.447  0.1860
H8 -1.568 -0.091 -0.900  0.2049
H9 -1.884 1.254 -1.997  0.1990
H10 -1.129 1.735 0.972  0.1967
H11 -1.815 2.936 -0.225  0.1854
H12 -4.402 1.184 -1.043  -0.3573
H13 -2.414 -1.028 2.024  -0.0484
H14 -4.767 -1.265 2.037  -0.0689
H15 -3.636 -1.463 -0.863  0.3588
C6 0.705 -5.293 2.267  -0.8340
S1 -0.185 -3.816 1.734  1.2656
O1 -0.093 -2.822 2.843  -0.9849
C7 -1.825 -4.557 1.806  -0.8377
H16 1.764 -5.050 2.331  0.2280
H17 0.344 -5.610 3.247  0.2205
H18 0.558 -6.088 1.535  0.2188
H19 -2.020 -4.925 2.815  0.2120
H20 -1.883 -5.376 1.088  0.2196
H21 -2.561 -3.797 1.545  0.2870
C8 5.954 -4.081 -0.396  -0.8329
S2 5.224 -2.586 0.299  1.2552
O2 4.110 -2.180 -0.600  -0.9672
C9 6.626 -1.511 -0.064  -0.8334
H22 5.227 -4.887 -0.312  0.2397
H23 6.200 -3.920 -1.446  0.2276
H24 6.852 -4.342 0.166  0.2207
H25 6.827 -1.516 -1.136  0.2275
H26 7.501 -1.858 0.487  0.2206
H27 6.373 -0.502 0.255  0.2446
C10 -1.922 6.771 -2.296  -0.8330
S3 -3.122 5.426 -2.212  1.2664
O3 -4.245 5.779 -3.128  -0.9896
C11 -3.667 5.763 -0.529  -0.8315
H28 -1.477 6.771 -3.290  0.2313
H29 -2.422 7.725 -2.120  0.2201
H30 -1.144 6.609 -1.550  0.2260
H31 -4.056 6.781 -0.464  0.2161
H32 -2.829 5.633 0.157  0.2331
H33 -4.454 5.054 -0.275  0.2670


Entry 2:
A molecular structure, C6H7CuLiO6 at a distorted geometry, computed with the ωB97M-V functional and the def2-TZVPD basis.

Output
Charge: +1

Last column: natural (NBO) charge in e.
Element x y z (Å)
Cu1 -2.234 2.575 1.920  0.9095
O1 -1.965 0.621 1.365  -0.8838
O2 -0.910 0.545 -0.727  -0.5441
C1 -0.760 1.758 -1.453  -0.0981
C2 0.048 2.621 -0.497  -0.1012
O3 -0.433 2.202 0.772  -0.6110
C3 -0.895 0.826 0.670  0.7860
H1 -0.242 1.549 -2.395  0.2121
H2 -1.744 2.206 -1.665  0.1831
H3 -0.130 3.695 -0.609  0.2118
H4 1.130 2.423 -0.583  0.1870
Li1 1.690 -5.178 -1.397  0.9735
O4 2.467 -3.312 -1.069  -0.7090
O5 1.232 -1.707 -0.074  -0.4287
C4 0.317 -1.438 0.779  0.5704
C5 0.119 -0.145 1.386  -0.6014
O6 0.391 -3.831 -0.434  -0.7400
C6 1.362 -3.098 -0.582  0.9398
H5 -0.509 -2.161 0.833  0.2168
H6 1.246 0.116 1.324  0.2427
H7 -0.179 -0.268 2.436  0.2847


Entry 3:
A gas-phase ion, C4H10N2O (charge +1) at a distorted geometry, computed with the ωB97M-V functional and the def2-TZVPD basis.

Output
Multiplicity: 2
⟨S²⟩: 0.76
Charge: +1

Last column: Mulliken spin population.
Element x y z (Å)
N1 1.289 -0.463 1.806  -0.0011
C1 0.199 -1.227 1.205  -0.0102
C2 0.247 -0.894 -0.275  -0.0688
N2 -0.296 0.347 -0.723  0.6919
C3 -0.511 0.527 -2.142  0.0015
C4 -0.713 1.366 0.198  0.0128
O1 0.843 -1.564 -1.077  0.2147
H1 2.175 -0.805 1.437  0.0003
H2 1.351 -0.711 2.793  0.0001
H3 -0.743 -0.941 1.666  -0.0011
H4 0.315 -2.312 1.256  -0.0009
H5 0.237 -0.022 -2.701  0.0138
H6 -1.536 0.224 -2.393  0.0510
H7 -0.436 1.581 -2.385  0.0171
H8 0.132 1.664 0.823  0.0357
H9 -1.499 0.989 0.849  0.0369
H10 -1.053 2.241 -0.338  0.0063


| no. | electronic energy (eV) |
| --- | --- |
| 1 | -116461.4402 |
| 2 | -63457.6643 |
| 3 | -9329.1534 |